[1]
ORCA calculation (ωB97M-V/def2-TZVPD) on a single C24H29N3O3S molecule in a non-equilibrium geometry.

Bonds (Å) are listed after each position.
Cartesian coordinates (Å):
1 H -2.9994 -3.0042 -0.1461  C22 1.088
2 H -5.9826 -0.1713 1.0314  C14 1.089
3 C 0.6931 -1.0657 0.4954  H21 1.080, C45 1.382, C51 1.389
4 H -2.0521 0.9140 2.0060  C36 1.088
5 C 1.3258 2.6843 0.6148  H13 1.079, C35 1.393, C54 1.378
6 C 0.5953 -3.5942 -0.6110  H7 1.081, C31 1.383, C59 1.389
7 H 0.5617 -4.5857 -1.0404  C6 1.081
8 N 3.1732 2.1401 -0.9884  C33 1.369, C35 1.365, C43 1.438
9 H 3.3626 -2.4626 2.0641  C57 1.096
10 C -1.5752 -3.0722 -1.7699  H11 1.092, C22 1.530, H29 1.091, C59 1.501
11 H -1.2571 -3.7874 -2.5313  C10 1.092
12 H -2.4884 -0.7633 1.6200  C36 1.095
13 H 1.9468 3.0050 1.4362  C5 1.079
14 C -5.1558 0.5314 0.9430  H2 1.089, H42 1.089, C47 1.535, C60 1.539
15 H -4.4572 -0.3289 2.8369  C60 1.089
16 S -2.6259 2.2705 -0.1464  O34 1.438, O44 1.435, C50 1.784, N53 1.701
17 H 4.1184 -1.1339 0.0680  N26 1.008
18 H -0.5327 3.0536 1.6195  C54 1.078
19 H -4.2425 1.4235 2.7007  C60 1.088
20 H 2.4115 -3.9690 0.4512  C31 1.081
21 H 0.7278 -0.0767 0.9273  C3 1.080
22 C -2.6743 -3.7037 -0.9130  H1 1.088, C10 1.530, H30 1.088, H49 1.088
23 H 4.0460 3.1139 0.6094  C43 1.091
24 C 5.0334 1.2223 0.3300  H27 1.090, C43 1.535, C46 1.525, H55 1.091
25 C 1.0538 1.7631 -1.6480  C35 1.423, C37 1.393, C41 1.421
26 N 3.7838 -0.7555 0.9400  H17 1.008, C46 1.347, C57 1.452
27 H 5.3384 0.5654 -0.4852  C24 1.090
28 H 4.1323 1.4804 -2.7625  C33 1.074
29 H -1.9738 -2.1878 -2.2699  C10 1.091
30 H -2.3045 -4.6008 -0.4212  C22 1.088
31 C 1.6383 -3.2466 0.2281  C6 1.383, H20 1.081, C51 1.388
32 H 5.0409 3.0299 -0.8626  C43 1.095
33 C 3.1960 1.6226 -2.2558  N8 1.369, H28 1.074, C41 1.360
34 O -2.9847 3.0740 0.9909  S16 1.438
35 C 1.8731 2.2262 -0.5813  C5 1.393, N8 1.365, C25 1.423
36 C -2.8084 0.2809 1.5463  H4 1.088, H12 1.095, N53 1.452, C60 1.540
37 C -0.3320 1.7836 -1.5078  C25 1.393, H38 1.078, C50 1.374
38 H -0.9950 1.4669 -2.2962  C37 1.078
39 H -4.5306 0.7226 -1.1652  C47 1.088
40 H -4.2261 -0.8792 -0.4433  C47 1.094
41 C 1.9327 1.3789 -2.6969  C25 1.421, C33 1.360, H58 1.071
42 H -5.5598 1.5356 0.8216  C14 1.089
43 C 4.3440 2.4766 -0.2248  N8 1.438, H23 1.091, C24 1.535, H32 1.095
44 O -3.2229 2.5886 -1.4122  S16 1.435
45 C -0.3452 -1.4124 -0.3481  C3 1.382, H52 1.080, C59 1.389
46 C 4.0838 0.5105 1.2885  C24 1.525, N26 1.347, O56 1.213
47 C -4.2536 0.1982 -0.2530  C14 1.535, H39 1.088, H40 1.094, N53 1.452
48 H 2.5003 -0.9683 2.5193  C57 1.093
49 H -3.5310 -3.9719 -1.5270  C22 1.088
50 C -0.8509 2.2520 -0.3251  S16 1.784, C37 1.374, C54 1.395
51 C 1.6934 -1.9810 0.7964  C3 1.389, C31 1.388, C57 1.505
52 H -1.1182 -0.6905 -0.5656  C45 1.080
53 N -2.9208 0.6195 0.1392  S16 1.701, C36 1.452, C47 1.452
54 C -0.0478 2.6914 0.7271  C5 1.378, H18 1.078, C50 1.395
55 H 5.9179 1.5280 0.8907  C24 1.091
56 O 3.6483 1.0527 2.2820  C46 1.213
57 C 2.8431 -1.5778 1.6798  H9 1.096, N26 1.452, H48 1.093, C51 1.505
58 H 1.6500 0.9831 -3.6511  C41 1.071
59 C -0.4085 -2.6818 -0.9092  C6 1.389, C10 1.501, C45 1.389
60 C -4.2089 0.4832 2.1547  C14 1.539, H15 1.089, H19 1.088, C36 1.540

Results
total energy: -1720.15578 a.u.
energy above the lowest of the compared OMol25 structures with the same formula, charge and spin: 27.50 kcal/mol
strongest force on any atom: 1.2 eV/Å
frontier orbital gap: 0.3266 Ha
HOMO level: -8.3 eV
LUMO: 0.6 eV

---

[2]
ORCA calculation (ωB97M-V/def2-TZVPD) on a single C24H29N3O5 molecule.

Bonds (Å) are listed after each position.
Cartesian coordinates (Å):
1 C -0.7963 -2.0937 -1.1170  H10 1.094, H16 1.088, H24 1.095, O46 1.409
2 H -4.8278 2.6184 -0.5006  C26 1.093
3 O 3.7183 2.2647 1.2350  C54 1.219
4 H 5.9110 -1.0381 -1.2438  C44 1.091
5 H -4.2325 -3.5276 -0.4048  C47 1.088
6 C 1.7955 -0.1142 3.2039  H30 1.095, H35 1.089, H56 1.094, O60 1.409
7 C 1.1038 2.2719 0.4680  H37 1.080, C38 1.389, C39 1.387
8 H -4.2380 -1.0369 -1.0655  C51 1.093
9 C 3.3752 -1.5613 -1.3139  H33 1.081, C50 1.381, C57 1.389
10 H -0.7494 -1.4274 -1.9838  C1 1.094
11 O -2.4004 0.9173 -2.4633  C36 1.214
12 H -6.0292 0.4872 -0.1425  C15 1.092
13 C 1.9568 -0.9831 1.0008  C31 1.414, C42 1.383, O60 1.361
14 H 4.2018 1.1724 -1.6623  N45 1.008
15 C -4.9822 0.5708 0.1555  H12 1.092, C26 1.528, H48 1.091, C51 1.526
16 H -1.8288 -2.1691 -0.7833  C1 1.088
17 H 6.5331 1.1848 -0.7196  C21 1.093
18 C -2.5762 2.3621 0.7820  N28 1.373, N32 1.383, O52 1.209
19 H -3.3130 -3.1634 1.0590  C47 1.088
20 H -4.4341 1.4139 -1.7639  C26 1.091
21 C 5.6369 0.8467 -0.1936  H17 1.093, H23 1.091, C44 1.550, N45 1.446
22 C 1.7182 1.4959 -1.7231  C39 1.399, C41 1.377, H53 1.079
23 H 5.6981 1.1656 0.8483  C21 1.091
24 H -0.4357 -3.0886 -1.3970  C1 1.095
25 H 3.8620 -0.4674 1.8236  C42 1.078
26 C -4.3428 1.6604 -0.7046  H2 1.093, C15 1.528, H20 1.091, N32 1.459
27 H -4.8626 -3.9972 1.1743  C47 1.088
28 N -1.2313 2.4582 1.0391  C18 1.373, C38 1.370, H55 1.011
29 H 1.5069 -2.1371 -2.1594  C57 1.078
30 H 2.4653 -0.8319 3.6892  C6 1.095
31 C 1.2745 -1.4619 -0.1409  C13 1.414, O46 1.362, C57 1.383
32 N -2.9157 1.8146 -0.4418  C18 1.383, C26 1.459, C36 1.387
33 H 3.9123 -1.7757 -2.2269  C9 1.081
34 C -0.6062 1.6347 -1.1036  C36 1.466, C38 1.397, C41 1.394
35 H 0.9857 0.1357 3.8875  C6 1.089
36 C -2.0203 1.4109 -1.4213  O11 1.214, N32 1.387, C34 1.466
37 H 1.4037 2.6274 1.4424  C7 1.080
38 C -0.2413 2.1289 0.1512  C7 1.389, N28 1.370, C34 1.397
39 C 2.0893 1.9355 -0.4483  C7 1.387, C22 1.399, C54 1.498
40 C -5.0272 -1.8841 0.7524  H43 1.092, C47 1.524, C51 1.527, H58 1.092
41 C 0.3865 1.3453 -2.0385  C22 1.377, C34 1.394, H49 1.080
42 C 3.3300 -0.8279 0.9584  C13 1.383, H25 1.078, C50 1.394
43 H -6.0417 -1.9769 0.3579  C40 1.092
44 C 5.5016 -0.6941 -0.2925  H4 1.091, C21 1.550, C50 1.505, H59 1.091
45 N 4.4699 1.4980 -0.7468  H14 1.008, C21 1.446, C54 1.358
46 O -0.0778 -1.5732 -0.0228  C1 1.409, C31 1.362
47 C -4.3144 -3.2262 0.6379  H5 1.088, H19 1.088, H27 1.088, C40 1.524
48 H -4.9530 0.8788 1.2015  C15 1.091
49 H 0.0791 0.9912 -3.0110  C41 1.080
50 C 4.0508 -1.0865 -0.2069  C9 1.381, C42 1.394, C44 1.505
51 C -4.2914 -0.7809 -0.0042  H8 1.093, C15 1.526, C40 1.527, H61 1.093
52 O -3.3975 2.7413 1.5835  C18 1.209
53 H 2.4547 1.2586 -2.4750  C22 1.079
54 C 3.4885 1.9306 0.0859  O3 1.219, C39 1.498, N45 1.358
55 H -0.9805 2.8208 1.9493  N28 1.011
56 H 2.3568 0.7899 2.9491  C6 1.094
57 C 2.0018 -1.7663 -1.2767  C9 1.389, H29 1.078, C31 1.383
58 H -5.1059 -1.6048 1.8053  C40 1.092
59 H 6.0802 -1.1506 0.5115  C44 1.091
60 O 1.1741 -0.6759 2.0704  C6 1.409, C13 1.361
61 H -3.2691 -0.7105 0.3763  C51 1.093

Results
total energy: -1472.49699 a.u.
energy above the lowest of the compared OMol25 structures with the same formula, charge and spin: 0.00 kcal/mol
strongest force on any atom: 0.8 eV/Å
frontier orbital gap: 0.2930 Ha
HOMO level: -8.1 eV
LUMO: -0.1 eV

---

[3]
ORCA calculation (ωB97M-V/def2-TZVPD) on a single C24H29N3O6S molecule.

Bonds (Å) are listed after each position.
Cartesian coordinates (Å):
1 C -0.4589 1.2161 -3.6718  C11 1.391, C36 1.395, N46 1.372
2 H 1.2654 2.2457 -7.2717  C34 1.098
3 H 0.1545 0.2090 2.8134  C52 1.080
4 C -1.1006 -2.7523 1.8062  H23 1.080, C24 1.391, C47 1.383
5 H 2.1042 5.8240 -2.4059  C15 1.088
6 H 2.6210 4.6436 -3.6139  C15 1.087
7 H -3.4487 -1.2930 -1.0785  C16 1.092
8 H -2.4785 -3.0259 0.1985  C47 1.079
9 C 1.1180 6.0337 -4.3109  H10 1.093, C15 1.524, H25 1.094, O42 1.420
10 H 0.8535 7.0853 -4.1715  C9 1.093
11 C 0.3557 1.7424 -4.6691  C1 1.391, C13 1.388, H33 1.078
12 H -0.2950 -2.7552 6.7970  C49 1.103
13 C 0.5337 3.1125 -4.7983  C11 1.388, C60 1.422, O63 1.355
14 C -1.2606 -0.0478 1.2217  H37 1.080, C44 1.391, C52 1.380
15 C 2.3317 5.6805 -3.4597  H5 1.088, H6 1.087, C9 1.524, H43 1.086
16 C -2.8752 -0.4695 -0.6482  H7 1.092, N28 1.460, C44 1.507, H55 1.093
17 S -1.5947 -2.3441 -2.5748  C32 1.648
18 O 1.5348 -1.5842 3.9670  C35 1.216
19 C 1.3624 -5.3122 7.9826  H30 1.089, H39 1.094, H45 1.093, O58 1.417
20 C -1.9676 1.5231 -1.7304  N28 1.398, C36 1.460, O50 1.212
21 H -0.6464 -3.8499 4.0981  N62 1.007
22 C -2.0594 -4.5160 7.4032  H26 1.088, O31 1.412, H48 1.093, H59 1.096
23 H -1.0229 -3.8130 1.9952  C4 1.080
24 C -0.3563 -1.8421 2.5500  C4 1.391, C35 1.492, C52 1.393
25 H 1.3274 5.8573 -5.3697  C9 1.094
26 H -2.7954 -5.2787 7.1582  C22 1.088
27 C -0.9146 3.4425 -2.8961  C36 1.393, H38 1.078, C60 1.384
28 N -2.0638 0.1282 -1.7046  C16 1.460, C20 1.398, C32 1.365
29 C 2.7641 3.7634 -7.6228  C34 1.521, H41 1.087, H56 1.087, H57 1.086
30 H 1.5440 -5.4733 9.0437  C19 1.089
31 O -1.0086 -4.6663 6.4719  C22 1.412, C49 1.406
32 C -1.4378 -0.7037 -2.5873  S17 1.648, N28 1.365, N46 1.359
33 H 0.8336 1.0600 -5.3537  C11 1.078
34 C 1.9800 2.8483 -6.6955  H2 1.098, C29 1.521, H40 1.098, O63 1.416
35 C 0.5617 -2.2434 3.6550  O18 1.216, C24 1.492, N62 1.358
36 C -1.1115 2.0687 -2.7804  C1 1.395, C20 1.460, C27 1.393
37 H -1.3298 1.0061 0.9969  C14 1.080
38 H -1.4130 4.1019 -2.2040  C27 1.078
39 H 2.3152 -5.3302 7.4456  C19 1.094
40 H 2.6627 2.1758 -6.1590  C34 1.098
41 H 3.4723 4.3568 -7.0508  C29 1.087
42 O -0.0543 5.3450 -3.9016  C9 1.420, C60 1.359
43 H 3.1666 6.3203 -3.7314  C15 1.086
44 C -2.0088 -0.9584 0.4834  C14 1.391, C16 1.507, C47 1.388
45 H 0.7088 -6.0995 7.5980  C19 1.093
46 N -0.6530 -0.1362 -3.5411  C1 1.372, C32 1.359, H53 1.012
47 C -1.9175 -2.3111 0.7813  C4 1.383, H8 1.079, C44 1.388
48 H -1.7030 -4.6579 8.4270  C22 1.093
49 C 0.0708 -3.7900 6.6831  H12 1.103, O31 1.406, O58 1.397, C61 1.539
50 O -2.5669 2.1966 -0.9202  C20 1.212
51 H 1.8425 -3.2600 5.5553  C61 1.092
52 C -0.4385 -0.4870 2.2396  H3 1.080, C14 1.380, C24 1.393
53 H -0.2040 -0.7797 -4.1795  N46 1.012
54 H 1.2452 -4.9291 5.2714  C61 1.094
55 H -3.5483 0.3171 -0.2971  C16 1.093
56 H 2.0864 4.4354 -8.1422  C29 1.087
57 H 3.3055 3.1699 -8.3535  C29 1.086
58 O 0.7416 -4.0428 7.8826  C19 1.417, C49 1.397
59 H -2.5110 -3.5212 7.3182  C22 1.096
60 C -0.1041 3.9872 -3.8764  C13 1.422, C27 1.384, O42 1.359
61 C 0.9567 -3.8859 5.4284  C49 1.539, H51 1.092, H54 1.094, N62 1.439
62 N 0.2420 -3.4088 4.2744  H21 1.007, C35 1.358, C61 1.439
63 O 1.2867 3.6721 -5.7753  C13 1.355, C34 1.416

Results
total energy: -1945.87830 a.u.
energy above the lowest of the compared OMol25 structures with the same formula, charge and spin: 8.11 kcal/mol
strongest force on any atom: 0.8 eV/Å
frontier orbital gap: 0.3075 Ha
HOMO level: -8.0 eV
LUMO: 0.4 eV